Entry 1:
Entry from OMol25: an isolated ion of composition C5H11N2S and charge +1 at a distorted geometry (ωB97M-V/def2-TZVPD).

Properties
**Charge**: +1
**M**: 131.224 g mol⁻¹
**Lowest unoccupied orbital energy**: -3.441 eV
**Orbital gap**: 0.3755 Eh
**Energy relative to the best compared isomer or geometry (same formula, charge and spin)**: 43.9 kcal per mole
**Calculated total energy**: -704.52064 Ha

The geometry in XYZ format:
```
19
Properties=species:S:1:pos:R:3:forces:R:3:lowdin_charge:R:1
C 1.4113 -1.0166 -0.3788 -0.959 1.015 1.136 -0.673
C 0.1377 -0.2022 1.7096 2.173 1.710 2.024 -0.050
C -0.2901 1.0758 -0.8906 -1.164 -0.630 -0.954 -0.633
C -0.2311 2.3658 -0.7234 -1.622 1.154 -0.237 -0.021
C -1.6935 0.4818 -1.1044 2.234 -2.308 -2.933 -0.072
N 0.7634 -1.1583 0.7725 -0.182 -0.408 0.700 0.014
N 2.1640 -1.9698 -0.8670 -0.364 0.322 -0.338 0.155
S 1.3376 0.3990 -1.3335 -1.283 0.568 0.174 1.118
H -0.9033 -0.2736 1.6722 -1.754 0.473 -0.911 0.054
H 0.2453 -0.5158 2.8130 0.826 0.033 -1.739 0.125
H -1.2278 2.8944 -0.7858 1.725 -0.012 0.467 0.119
H 0.7395 2.7700 -0.6742 0.627 1.438 0.216 0.048
H 0.5576 0.8907 1.6616 -0.934 -2.374 -0.263 0.138
H -1.7371 0.0560 -2.2197 -0.176 1.008 2.339 0.140
H -2.4884 1.1613 -0.9130 -0.301 0.819 0.001 0.069
H -1.8311 -0.3662 -0.4744 -0.246 -0.822 0.477 0.043
H 0.6203 -2.1043 1.1092 0.355 -0.045 -0.210 0.158
H 2.1787 -2.7928 -0.2967 0.783 -0.831 -0.598 0.135
H 2.3767 -1.8323 -1.8598 0.261 -1.110 0.649 0.131
```
Positions in Å, forces in eV/Å.



Entry 2:
Entry from OMol25: C17H20Cl3MnN4O6 as an isolated structure at a distorted geometry (ωB97M-V/def2-TZVPD).

Properties
**Charge**: +1
**M**: 537.666 g mol⁻¹
**Lowest unoccupied orbital energy (spin up / spin down)**: -5.127 / -5.253 eV
**Orbital gap (spin up / spin down)**: 0.2390 / 0.2344 Eh
**<S²>**: 8.75
**Multiplicity**: 6
**Calculated total energy**: -3861.22928 Ha

The geometry in XYZ format:
```
51
Properties=species:S:1:pos:R:3:forces:R:3:lowdin_charge:R:1
Mn 1.4508 0.9775 3.2919 -1.653 -0.360 -1.585 1.211
Cl -1.7199 0.3355 1.6129 -0.914 -0.418 -0.424 0.670
O -0.6714 1.0222 2.4088 1.957 0.804 0.979 -0.468
O -1.0564 -0.3846 0.5582 0.075 -0.232 0.198 -0.354
O -2.4059 -0.5189 2.5301 0.227 -0.038 -0.375 -0.295
O -2.5785 1.3154 1.0457 0.173 0.073 0.403 -0.278
N -1.5924 -0.7260 -4.0147 0.127 0.104 -0.246 0.050
C -1.6736 -1.0461 -5.3057 -0.658 -0.260 0.000 -0.142
C -2.0100 -2.3186 -5.7424 0.421 -0.154 -0.260 -0.067
C -2.1867 -3.3232 -4.8117 -0.355 -0.398 0.490 -0.074
C -2.1156 -3.0117 -3.4631 0.261 0.488 -0.182 -0.065
C -1.8177 -1.6970 -3.1327 0.125 0.064 0.385 -0.153
H -1.5726 -0.2669 -6.0517 0.255 0.197 0.204 0.107
H -2.0670 -2.5195 -6.8037 -0.073 -0.015 0.009 0.106
H -2.4259 -4.3475 -5.0690 0.037 0.084 -0.359 0.109
H -2.2648 -3.7498 -2.6884 -0.054 -0.027 -0.024 0.102
H -1.7417 -1.3943 -2.0920 -0.068 -0.082 0.043 0.090
N 2.4718 1.6369 1.5702 0.620 1.557 -0.351 -0.072
C 3.7035 1.2745 1.1492 -0.877 -2.085 0.122 -0.121
C 4.0689 1.3620 -0.1693 0.377 0.717 0.161 -0.032
C 3.3198 2.1793 -1.0101 0.186 0.233 -0.315 -0.014
C 2.1327 2.7456 -0.5673 0.912 -0.968 0.118 -0.006
C 1.7592 2.3968 0.7189 -0.978 1.134 0.404 -0.110
H 4.2546 0.6539 1.8459 0.231 0.164 -0.023 0.115
H 4.9682 0.8779 -0.5212 0.133 0.182 0.094 0.121
H 3.7460 2.4291 -1.9741 -0.331 -0.204 -0.195 0.125
H 1.5229 3.3583 -1.2105 -0.126 0.185 0.273 0.114
H 0.8891 2.8945 1.1353 -0.357 -0.512 -0.153 0.112
N 1.8759 -1.0191 2.7476 0.911 -0.799 0.008 -0.055
C 1.4783 -1.5415 1.5759 -0.355 0.192 -0.671 -0.117
C 1.5614 -2.8825 1.2545 -0.243 -0.252 0.471 -0.011
C 2.1481 -3.7619 2.1519 -0.320 0.176 0.055 -0.010
C 2.6090 -3.2404 3.3541 0.467 -0.057 -0.651 -0.033
C 2.5122 -1.8830 3.5642 0.019 -0.228 0.939 -0.123
H 1.0919 -0.9047 0.7901 -0.283 0.380 0.531 0.101
H 1.0353 -3.2155 0.3711 0.429 -0.024 -0.249 0.127
H 2.2523 -4.8161 1.9338 -0.123 -0.010 -0.008 0.126
H 3.1215 -3.8799 4.0576 -0.008 0.154 0.145 0.121
H 3.0049 -1.5007 4.4528 -0.369 0.279 0.084 0.116
C -1.3132 1.9259 -2.2366 -0.738 -0.977 -1.005 0.020
N -1.6584 3.2007 -1.5673 0.164 -0.705 0.639 -0.426
O -2.5167 3.9115 -2.0190 0.090 0.040 -0.081 0.111
O -1.0208 3.4131 -0.5423 0.081 0.453 -0.120 0.016
H -2.0867 1.5909 -2.9242 -0.122 0.665 -0.140 0.081
H -1.2642 1.0924 -1.5413 0.484 0.472 0.511 0.065
H -0.4057 2.0571 -2.8189 0.137 0.065 0.232 0.097
C -3.3325 2.0867 4.8192 -0.632 0.550 -0.726 -1.008
Cl -1.9990 3.1704 5.2443 0.312 -0.127 0.226 0.483
Cl -4.8711 2.9726 4.8006 0.000 -0.063 0.251 0.521
H -3.1925 1.8096 3.7822 0.224 -0.417 0.153 -0.018
H -3.4171 1.2594 5.5103 0.201 -0.001 0.017 0.034
```
Positions in Å, forces in eV/Å.



Entry 3:
Entry from OMol25: C20H33BF4FeNO10P2 as an isolated structure (ωB97M-V/def2-TZVPD).

Properties
**Charge**: -1
**M**: 652.078 g mol⁻¹
**Lowest unoccupied orbital energy (spin up / spin down)**: 2.393 / 2.393 eV
**Orbital gap (spin up / spin down)**: 0.3090 / 0.2826 Eh
**<S²>**: 6.01
**Multiplicity**: 5
**Energy relative to the best compared isomer or geometry (same formula, charge and spin)**: 0.0 kcal per mole
**Calculated total energy**: -3960.49499 Ha

The geometry in XYZ format:
```
72
Properties=species:S:1:pos:R:3:forces:R:3:lowdin_charge:R:1
Fe -0.2729 0.2596 0.2991 0.143 0.084 -0.139 0.927
O 2.1298 -1.7339 3.1043 0.035 -0.003 0.086 0.019
C 1.2370 -1.2351 2.4249 0.044 -0.071 -0.157 -0.612
O 1.3033 -0.2003 1.6820 -0.020 0.064 0.022 -0.096
C -0.1213 -1.9238 2.3752 -0.014 0.020 0.047 -0.162
C -0.4977 -3.0490 3.0889 -0.015 -0.010 -0.003 0.003
C -1.7827 -3.5422 2.8929 0.001 0.006 -0.013 -0.054
C -2.6443 -2.9131 2.0017 0.012 -0.016 0.005 0.005
C -2.1847 -1.7892 1.3352 -0.011 0.005 0.051 -0.159
N -0.9596 -1.3356 1.5397 -0.083 0.009 0.034 0.091
C -2.9682 -0.9599 0.3215 0.125 0.015 -0.080 -0.610
O -4.0535 -1.3929 -0.0634 -0.092 -0.007 -0.010 0.019
O -2.3653 0.1003 -0.0375 -0.128 -0.008 -0.015 -0.073
H 0.2090 -3.5073 3.7658 0.004 -0.004 0.004 0.112
H -2.1128 -4.4207 3.4346 0.001 -0.001 0.000 0.100
H -3.6483 -3.2644 1.8102 -0.005 -0.005 0.003 0.112
C 0.7201 -4.3512 -4.6988 -0.030 -0.020 -0.018 -0.036
C 1.2790 -2.9769 -4.3957 -0.019 -0.004 0.000 -0.455
C 2.7943 -2.9429 -4.4546 -0.016 -0.003 0.001 -0.038
O 0.8661 -2.6318 -3.0572 0.059 -0.004 0.002 -0.170
P 0.0913 -1.2840 -2.7277 -0.008 -0.027 0.042 0.503
O -0.1793 -1.2600 -1.2749 0.042 -0.103 0.006 -0.252
C 1.1268 0.0754 -3.2728 0.086 -0.007 -0.066 -0.181
P 2.2674 0.5039 -1.9549 -0.051 -0.050 0.001 0.494
O 1.6270 0.9905 -0.7198 0.004 0.023 -0.015 -0.248
O 3.2252 1.5405 -2.6662 0.020 0.119 0.037 -0.167
C 4.1733 2.2722 -1.8282 -0.017 -0.066 -0.045 -0.443
C 5.5073 2.2127 -2.5382 0.026 0.002 -0.001 -0.049
C 3.6552 3.6751 -1.6107 -0.006 -0.015 -0.055 -0.036
O 3.1424 -0.8004 -1.7435 0.035 -0.015 0.075 -0.181
C 3.4747 -1.3051 -0.3999 -0.023 0.001 -0.067 -0.409
C 4.9825 -1.3264 -0.2940 0.023 -0.011 0.015 -0.035
C 2.8453 -2.6687 -0.2390 -0.007 -0.005 -0.011 -0.031
O -1.1583 -1.2487 -3.6715 -0.034 0.094 0.019 -0.161
C -2.5118 -1.6026 -3.1869 0.039 -0.081 0.016 -0.403
C -3.0110 -2.7036 -4.0944 -0.036 -0.035 -0.005 -0.041
C -3.3718 -0.3667 -3.2148 0.007 0.039 -0.036 -0.035
H 1.0060 -4.6626 -5.7044 0.003 -0.008 -0.010 0.084
H -0.3672 -4.3515 -4.6277 0.041 0.017 -0.018 0.063
H 1.1141 -5.0735 -3.9823 0.001 -0.003 0.003 0.090
H 0.8530 -2.2512 -5.0965 0.009 -0.003 -0.003 0.134
H 3.2044 -3.6777 -3.7602 0.001 -0.009 0.007 0.086
H 3.1860 -1.9677 -4.1700 -0.010 0.019 0.004 0.067
H 3.1357 -3.1840 -5.4627 0.000 -0.003 -0.004 0.084
H 0.4830 0.9457 -3.4332 0.040 -0.051 0.025 0.080
H 1.6635 -0.1649 -4.1906 0.026 -0.012 -0.005 0.083
H 4.2447 1.7593 -0.8641 -0.016 -0.005 0.006 0.129
H 5.4330 2.6971 -3.5132 -0.005 -0.003 -0.002 0.084
H 5.8225 1.1791 -2.6838 -0.001 0.000 0.000 0.076
H 6.2654 2.7315 -1.9500 0.013 0.006 0.003 0.083
H 3.5602 4.1909 -2.5678 0.004 0.003 -0.005 0.091
H 4.3503 4.2302 -0.9772 -0.006 -0.010 -0.001 0.085
H 2.6755 3.6492 -1.1417 -0.067 -0.002 0.025 0.073
H 3.0427 -0.6216 0.3295 -0.022 0.036 0.027 0.111
H 5.4140 -1.9907 -1.0467 -0.006 0.001 0.002 0.083
H 5.2674 -1.6837 0.6963 0.006 -0.002 0.001 0.089
H 5.4007 -0.3277 -0.4298 0.005 0.000 -0.001 0.067
H 3.2345 -3.3656 -0.9862 0.001 0.003 0.007 0.080
H 1.7634 -2.6041 -0.3500 -0.004 -0.001 -0.007 0.068
H 3.0663 -3.0456 0.7605 0.003 0.001 0.006 0.087
H -2.4116 -1.9639 -2.1629 -0.015 0.043 -0.020 0.122
H -3.0558 -2.3484 -5.1257 0.003 -0.004 -0.013 0.085
H -4.0151 -2.9934 -3.7846 -0.013 -0.018 0.007 0.088
H -2.3690 -3.5853 -4.0523 -0.025 0.040 0.031 0.061
H -3.4428 0.0180 -4.2353 -0.014 0.002 0.000 0.089
H -2.9692 0.4031 -2.5633 0.055 0.018 0.032 0.069
H -4.3647 -0.6234 -2.8455 -0.009 -0.016 0.001 0.089
F 0.4322 3.4424 -1.9918 0.041 0.037 0.038 0.115
B -0.8115 2.8781 -1.6895 0.159 0.132 0.031 -1.229
F -1.0737 1.8558 -2.6195 -0.199 -0.096 -0.034 0.097
F -1.8060 3.8332 -1.6824 -0.076 -0.007 -0.010 0.144
F -0.7408 2.2667 -0.3792 -0.011 -0.014 0.146 0.043
```
Positions in Å, forces in eV/Å.



What is the formula in the third record?
C20H33BF4FeNO10P2



Which value of M does entry 3 give?
652.078 g mol⁻¹



What is the formula in the first record?
C5H11N2S